This record from OMol25 describes C27H43BrN2P2Pd as an isolated structure. The level of theory is ωB97M-V/def2-TZVPD.

```
76
Properties=species:S:1:pos:R:3:forces:R:3
C -1.2098 0.6803 -3.3415 0.0 0.2 -0.5
H -2.1428 -4.9158 0.7470 0.2 0.0 -0.2
C 2.8283 2.3528 1.2951 0.0 -0.1 -0.3
N -0.3500 -0.0253 3.2281 -2.8 1.3 -0.7
H -5.0624 2.2386 -0.9469 0.2 0.2 -0.1
H 0.8869 -1.7546 2.8566 -0.1 -0.7 -0.3
C 2.7804 -3.3491 3.6885 -0.2 0.1 -0.8
H -0.5823 3.5932 0.2777 0.2 -0.1 0.3
H 1.5230 3.2890 -1.3560 0.0 -0.5 -0.1
H -1.4076 2.1971 -4.8948 0.0 -0.3 0.0
H -2.1594 0.6447 -5.3281 0.3 0.1 0.1
H -0.5092 1.3382 -2.8081 -0.4 -0.2 -0.2
H -2.8465 1.4377 -0.1961 0.0 0.2 -0.4
H -4.1359 3.7422 -0.7040 0.0 -0.3 -0.1
N 4.7932 -4.4915 3.0775 -0.2 0.0 0.2
C -2.8943 1.9878 -1.1549 -0.1 0.4 -0.1
H -2.5862 2.1632 2.4517 0.1 -0.4 0.2
H 0.9826 -2.0444 -1.9206 -0.3 -0.2 0.2
H -0.3939 0.8102 -5.3537 -0.2 0.1 0.1
C 2.9090 2.2796 2.8167 0.3 -0.1 0.3
C -1.3034 1.1067 -4.8185 0.0 0.1 -0.3
C 4.9326 -3.6812 2.0243 -0.5 0.5 0.1
C -1.3397 0.4616 2.7947 1.7 -0.9 2.2
H 1.9484 -3.2442 4.3892 0.2 0.0 -0.3
H -3.3396 0.5900 2.0745 0.3 0.1 0.3
H -0.8410 -0.3504 -3.2457 -0.3 0.1 0.0
H 2.3631 1.4122 3.2235 0.2 0.2 -0.2
Pd -0.0163 -0.0527 0.9140 -0.7 0.8 -0.2
H -4.3694 3.0986 -2.3392 0.1 0.0 0.4
H 2.5997 0.3722 -1.6075 -0.1 0.3 0.0
C -1.4665 -4.2928 0.1655 0.0 0.8 -0.2
C -0.6444 -3.3605 0.8085 -0.3 -0.1 -0.4
H 3.5639 1.8718 -1.4681 -0.3 -0.2 -0.1
H 1.3758 4.9343 2.2664 -0.3 -0.1 -0.4
P -2.8261 0.7693 -2.5054 1.2 -0.7 1.1
C 3.9848 -2.7073 1.6644 -0.1 -0.7 0.4
P 1.1617 1.9908 0.6290 0.7 0.1 -0.5
H 1.5428 5.1205 0.5009 -0.2 -0.1 0.2
C -0.5149 -3.6069 -1.9839 -0.1 -0.2 -0.2
C 0.8391 4.8648 1.3067 0.0 0.0 -0.2
C -4.1366 -1.6127 -2.8682 -0.1 -0.3 -0.2
C 3.7506 -4.3282 3.9059 0.0 0.5 -0.4
C 2.6021 1.4563 -1.7998 0.0 0.2 -0.3
H 2.5360 1.6259 -2.8852 0.2 -0.3 0.3
C -4.1929 2.8165 -1.2901 -0.2 0.1 0.0
C -2.6567 1.1098 2.7668 -0.4 0.0 -0.5
H -4.6506 -2.4397 -2.3689 0.2 0.1 -0.1
H -3.7288 -0.7620 -0.9057 0.1 0.1 -0.2
H -0.3819 3.2056 1.9925 0.1 0.2 -0.2
H -0.3549 -3.8905 -3.0392 -0.2 0.5 0.6
C 1.4254 2.1984 -1.1719 -0.3 0.7 0.1
H -0.6269 -3.2934 1.8989 0.0 -0.1 -0.4
H 4.1772 -2.0771 0.7920 -0.3 -0.3 0.2
H 3.9634 2.2018 3.1263 -0.4 0.0 0.0
H 3.0562 3.3737 0.9251 0.1 -0.5 0.2
H 2.4975 3.1839 3.2787 0.0 -0.2 -0.1
H 0.4675 1.8552 -1.6049 0.6 0.4 0.2
Br -2.5713 -5.5499 -2.1049 -0.3 -0.3 -0.3
C 0.1851 -2.5113 0.0524 0.1 0.9 0.2
C 1.1783 -1.6184 0.7210 1.8 -0.5 -0.7
H 3.6787 -5.0054 4.7673 0.1 0.4 -0.4
H 0.0409 5.6262 1.2950 0.4 -0.2 0.1
H 3.5317 1.6431 0.8097 -0.4 0.4 0.3
H 1.9680 -1.2398 0.0564 0.0 -0.9 0.0
H -2.2803 -1.4285 -1.6916 -0.1 0.2 -0.1
C 1.6022 -1.9250 2.0509 0.0 -0.1 0.8
H -2.0057 2.6362 -1.2326 -0.3 -0.3 -0.1
C 0.2399 -2.6194 -1.3554 -0.1 -0.7 0.1
H -3.5588 -2.0193 -3.7073 -0.2 0.1 0.2
C -1.4398 -4.3662 -1.2389 0.8 0.4 0.8
H 5.8380 -3.8336 1.4300 -0.3 0.1 0.2
C 0.1685 3.4931 1.0812 -0.4 -0.3 0.3
C 2.8038 -2.5951 2.4598 1.1 -0.1 0.3
H -4.9067 -0.9435 -3.2788 0.2 -0.2 0.2
C -3.2205 -0.8825 -1.8708 -0.6 0.0 0.0
H -3.0725 1.0448 3.7767 0.0 0.1 -0.2
```
Forces are in eV/Å.

Properties
E ... -123758.36469 eV
Spin multiplicity ... 3
Frontier orbital gap (spin up / spin down) ... 5.99 / 4.51 eV
LUMO energy (spin up / spin down) ... -6.60 / -8.83 eV
Net charge ... +2